(1)
Formula: C36H30N5O5S3W
Source: the Open Molecules 2025 dataset
Level of theory: ωB97M-V/def2-TZVPD

Cartesian coordinates (Å):
W  -0.2416  -0.4229  -0.9682
S  -2.4313  -0.4770  -2.4312
S  -1.4582  3.9506  1.4865
S  -2.1852  1.4816  -0.0150
O  0.8262  -1.6986  0.0944
O  -0.2158  1.3730  -1.9188
O  -0.7218  -2.3466  -1.6464
O  -0.3609  -5.2636  -1.4813
O  -1.5589  -1.1797  0.3977
N  0.7349  0.8352  0.5989
N  0.2422  2.0630  1.0046
N  -2.7750  -1.5683  0.0234
N  1.7206  -0.1692  -1.8573
N  2.0291  1.1895  -2.0247
C  0.9713  1.9227  -2.0642
C  0.0400  5.5548  -2.1572
C  2.9087  -2.7908  -0.0513
C  0.3997  -4.3970  -2.2319
C  1.2649  6.1518  -2.4146
C  0.2544  -2.9964  -2.2521
C  1.0001  -0.7524  -2.8624
C  -0.9927  2.3702  0.7955
C  2.7477  -0.5023  0.7545
C  -2.7933  2.8809  4.5702
C  -5.3551  -2.3733  -0.4747
C  2.5301  1.7272  1.9537
C  -3.1447  0.5435  5.0005
C  1.0786  3.3857  -2.2011
C  -0.9959  -4.7856  -0.2981
C  2.1366  -1.6713  0.2525
C  -4.7689  -2.6057  0.7746
C  2.1358  -2.8368  -3.7803
C  -3.4875  -2.1917  0.9846
C  4.1416  -0.5076  0.9100
C  2.2302  -4.2201  -3.8075
C  -1.2056  1.2717  3.7763
C  -4.6204  -1.7351  -1.4413
C  1.9575  0.6632  1.0626
C  1.1663  -2.2336  -2.9953
C  -3.3037  -1.3015  -1.2114
C  4.2815  -2.7574  0.0950
C  -0.0563  4.1761  -2.0489
C  1.3735  -4.9850  -3.0272
C  -3.5532  1.8644  5.1255
C  2.4007  5.3635  -2.5592
C  -1.9669  0.2530  4.3289
C  2.3104  3.9861  -2.4572
C  -1.6153  2.5988  3.8826
C  4.9009  -1.6083  0.5768
C  -0.8493  3.6931  3.2068
H  5.9780  -1.5675  0.6827
H  -3.7427  -0.2535  5.4251
H  -5.0302  -1.5370  -2.4210
H  1.4474  -6.0661  -3.0053
H  3.1796  3.3513  -2.5645
H  -1.9553  -4.3185  -0.5277
H  1.3372  7.2290  -2.5051
H  -0.3764  -4.0652  0.2352
H  -2.9501  -2.3206  1.9113
H  -3.1204  3.9112  4.6573
H  -6.3711  -2.6848  -0.6763
H  -0.9949  4.6592  3.6887
H  -0.8457  6.1650  -2.0290
H  4.6428  0.3893  1.2472
H  -0.2939  1.0269  3.2445
H  -1.0062  3.7013  -1.8348
H  -1.6361  -0.7733  4.2267
H  2.4130  -3.6695  -0.4444
H  2.6745  2.6489  1.3884
H  3.3615  5.8283  -2.7457
H  2.9805  -4.7090  -4.4166
H  3.4677  1.4118  2.4014
H  -5.3058  -3.1025  1.5691
H  0.2111  3.4718  3.1249
H  4.8737  -3.6180  -0.1898
H  -4.4698  2.1024  5.6515
H  2.8251  -2.2241  -4.3505
H  -1.1590  -5.6666  0.3257
H  1.8192  1.9478  2.7462
H  0.9202  -0.1897  -3.7923

Output
Orbital gap   6.70 eV
Highest occupied orbital energy   -4.3 eV
E   -3301.54515 a.u.
Total charge   -1
Max |F|   0.05897 Eh/bohr

Mulliken charges in e: atom 1 (W): 1.762, atom 2 (S): -0.618, atom 3 (S): -0.192, atom 4 (S): -0.395, atom 5 (O): -0.049, atom 6 (O): -0.746, atom 7 (O): -0.431, atom 8 (O): -0.550, atom 9 (O): -0.465, atom 10 (N): 0.670, atom 11 (N): -1.178, atom 12 (N): 0.688, atom 13 (N): 0.283, atom 14 (N): -1.144, atom 15 (C): 0.246, atom 16 (C): -0.837, atom 17 (C): -0.564, atom 18 (C): -0.180, atom 19 (C): -0.366, atom 20 (C): 0.570, atom 21 (C): -0.067, atom 22 (C): 0.595, atom 23 (C): 0.414, atom 24 (C): -0.588, atom 25 (C): -0.260, atom 26 (C): -1.774, atom 27 (C): -0.523, atom 28 (C): 0.515, atom 29 (C): -0.598, atom 30 (C): 0.619, atom 31 (C): -0.760, atom 32 (C): -0.404, atom 33 (C): -0.471, atom 34 (C): -1.099, atom 35 (C): -0.805, atom 36 (C): 0.355, atom 37 (C): -0.866, atom 38 (C): 1.124, atom 39 (C): 0.306, atom 40 (C): 0.689, atom 41 (C): -0.658, atom 42 (C): -0.215, atom 43 (C): -0.582, atom 44 (C): -0.547, atom 45 (C): -0.639, atom 46 (C): -0.576, atom 47 (C): -0.420, atom 48 (C): 0.595, atom 49 (C): -1.064, atom 50 (C): -0.981, atom 51 (H): 0.359, atom 52 (H): 0.377, atom 53 (H): 0.406, atom 54 (H): 0.433, atom 55 (H): 0.501, atom 56 (H): 0.222, atom 57 (H): 0.377, atom 58 (H): 0.124, atom 59 (H): 0.495, atom 60 (H): 0.359, atom 61 (H): 0.389, atom 62 (H): 0.556, atom 63 (H): 0.394, atom 64 (H): 0.402, atom 65 (H): 0.086, atom 66 (H): 0.532, atom 67 (H): 0.454, atom 68 (H): 0.418, atom 69 (H): 0.255, atom 70 (H): 0.380, atom 71 (H): 0.368, atom 72 (H): 0.606, atom 73 (H): 0.417, atom 74 (H): 0.127, atom 75 (H): 0.444, atom 76 (H): 0.367, atom 77 (H): 0.490, atom 78 (H): 0.371, atom 79 (H): 0.067, atom 80 (H): 0.402

---

(2)
Formula: C36H31BrClIrN5O5S
Source: the Open Molecules 2025 dataset
Level of theory: ωB97M-V/def2-TZVPD

Cartesian coordinates (Å):
Ir  -0.3153  1.2406  -0.3657
Br  3.4445  2.4054  -6.1797
Cl  2.6384  3.5168  2.9419
S  -2.2468  2.4558  1.8181
O  0.9467  -0.0164  -1.2899
O  0.0201  2.3529  -2.1663
O  -1.6021  2.6762  0.4270
O  1.2374  2.3891  0.4074
O  2.9336  0.9076  0.5581
N  -1.8775  0.2838  -1.2054
N  3.8387  -2.2456  -2.8629
N  3.3115  -1.3422  -0.9622
N  -5.9929  -6.9111  2.2407
N  -0.4663  0.0917  1.2616
C  3.1963  0.4854  -4.1019
C  -4.5950  -4.8333  1.5912
C  -5.3728  -5.9887  1.9518
C  4.3387  -3.0959  -1.8790
C  -0.1059  -0.7494  3.3231
C  -0.0109  3.7960  -2.1354
C  -3.4935  -1.2494  -1.6859
C  -2.5369  -0.8385  -0.7153
C  1.5171  0.5326  -2.3250
C  -4.4620  -2.4848  1.1144
C  0.2698  0.2089  2.3704
C  -2.4578  5.0689  2.1976
C  -3.2260  -4.9619  1.3700
C  4.3474  -3.0904  0.5496
C  -3.3523  3.8720  1.9025
C  5.3854  -4.8701  -0.7417
C  1.0739  1.7574  -2.8673
C  -3.4136  -0.3654  -2.7310
C  -5.2136  -3.5923  1.4663
C  3.9977  -2.5097  -0.6628
C  -1.5462  4.6073  3.3317
C  1.6236  2.3043  -3.9991
C  2.4311  2.0200  0.7001
C  5.0467  -4.2789  0.4849
C  -1.1206  -1.4896  2.7521
C  -3.0927  -2.6054  0.8971
C  -1.0579  3.1985  2.9766
C  2.6830  1.6464  -4.6282
C  -2.4031  0.5605  -2.3910
C  -1.3374  -0.9737  1.4538
C  3.2319  -1.2015  -2.2780
C  5.0403  -4.2917  -1.9472
C  -2.4792  -3.8475  1.0314
C  -2.2836  -1.4140  0.5208
C  3.2728  3.1307  1.3139
C  2.6274  -0.0620  -2.9475
H  -3.9905  -0.3637  -3.6405
H  0.9820  4.1768  -1.9016
H  -4.1466  -2.1013  -1.5961
H  -3.0481  5.9426  2.4705
H  2.9596  -0.6179  -0.3129
H  -0.9447  2.5330  3.8307
H  0.3266  -0.8675  4.3027
H  -2.1086  4.5801  4.2666
H  -3.9034  3.9037  0.9645
H  -0.1264  3.2033  2.4077
H  4.2988  2.8023  1.4319
H  -0.3564  4.1704  -3.0970
H  -4.9368  -1.5174  1.0137
H  -4.0465  3.6701  2.7218
H  5.3042  -4.7480  -2.8913
H  -1.6626  -2.3088  3.1947
H  -2.7564  -5.9311  1.4657
H  3.8564  -2.4010  -3.8573
H  4.0859  -2.6286  1.4914
H  -0.6977  5.2743  3.4777
H  -2.0480  1.3956  -2.9736
H  4.0661  0.0267  -4.5541
H  -1.4145  -3.9390  0.8600
H  -6.2762  -3.5023  1.6443
H  -1.8744  5.3180  1.3099
H  5.9325  -5.8026  -0.7418
H  1.0311  0.9657  2.4611
H  5.3431  -4.7688  1.4019
H  3.2154  4.0393  0.7210
H  -0.7142  4.0597  -1.3520
H  1.2585  3.2371  -4.4051

Output
Orbital gap   6.97 eV
Highest occupied orbital energy   -10.2 eV
E   -5577.04620 a.u.
Total charge   +1
Max |F|   0.00149 Eh/bohr

Mulliken charges in e: atom 1 (Ir): 2.409, atom 2 (Br): -0.190, atom 3 (Cl): -0.173, atom 4 (S): 0.441, atom 5 (O): -0.811, atom 6 (O): -0.041, atom 7 (O): -0.976, atom 8 (O): -0.683, atom 9 (O): -0.728, atom 10 (N): 0.311, atom 11 (N): 0.009, atom 12 (N): 0.589, atom 13 (N): -0.494, atom 14 (N): 0.553, atom 15 (C): -0.595, atom 16 (C): 0.573, atom 17 (C): -0.143, atom 18 (C): 0.438, atom 19 (C): -2.004, atom 20 (C): -0.961, atom 21 (C): -0.697, atom 22 (C): 0.142, atom 23 (C): 0.044, atom 24 (C): -0.166, atom 25 (C): -0.400, atom 26 (C): -0.544, atom 27 (C): -0.901, atom 28 (C): -0.679, atom 29 (C): -0.832, atom 30 (C): -0.439, atom 31 (C): 0.642, atom 32 (C): -1.465, atom 33 (C): -0.889, atom 34 (C): 0.692, atom 35 (C): -0.680, atom 36 (C): -0.304, atom 37 (C): 0.327, atom 38 (C): -0.569, atom 39 (C): -0.460, atom 40 (C): -0.551, atom 41 (C): 0.237, atom 42 (C): -0.788, atom 43 (C): -0.378, atom 44 (C): -0.016, atom 45 (C): 0.157, atom 46 (C): -1.026, atom 47 (C): -0.092, atom 48 (C): 1.273, atom 49 (C): -0.710, atom 50 (C): 0.310, atom 51 (H): 0.471, atom 52 (H): 0.378, atom 53 (H): 0.621, atom 54 (H): 0.448, atom 55 (H): -0.070, atom 56 (H): 0.578, atom 57 (H): 0.542, atom 58 (H): 0.300, atom 59 (H): 0.425, atom 60 (H): -0.597, atom 61 (H): 0.406, atom 62 (H): 0.331, atom 63 (H): 0.519, atom 64 (H): 0.454, atom 65 (H): 0.423, atom 66 (H): 0.688, atom 67 (H): 0.462, atom 68 (H): 0.283, atom 69 (H): 0.508, atom 70 (H): 0.373, atom 71 (H): 0.557, atom 72 (H): 0.580, atom 73 (H): 0.536, atom 74 (H): 0.461, atom 75 (H): 0.176, atom 76 (H): 0.400, atom 77 (H): 0.578, atom 78 (H): 0.408, atom 79 (H): 0.275, atom 80 (H): 0.178, atom 81 (H): 0.544

---

(3)
Formula: C36H31BrMnN6O4S3
Source: the Open Molecules 2025 dataset
Level of theory: ωB97M-V/def2-TZVPD

Cartesian coordinates (Å):
Br  3.6044  -4.8524  -0.1891
Mn  0.0490  1.0088  -0.3014
S  -2.8463  -0.4060  -2.9987
S  -4.6574  -1.2401  0.5856
S  -3.7531  3.5868  -1.3417
O  -1.8782  1.1239  -0.8279
O  0.3053  1.2868  1.7642
O  0.5298  1.4383  -2.4839
O  -0.3782  2.4908  -4.1858
N  -0.2373  3.3297  -0.7362
N  5.4403  0.4572  3.7586
N  -0.3794  3.4927  -2.1183
N  2.3354  1.1514  0.0025
N  0.1957  -1.2248  -0.4077
N  6.0188  -0.5939  3.4418
C  -4.1777  -0.7646  -4.0154
C  5.3917  -1.5759  2.5928
C  0.1317  -1.8852  -1.5631
C  -4.5931  4.6416  -0.2774
C  3.1208  1.0129  4.0467
C  3.2992  1.0904  -0.8823
C  -3.4173  -0.0488  0.5562
C  -4.5828  2.6244  0.8636
C  -1.1815  3.5658  -4.6740
C  4.6513  0.9749  -0.5146
C  -0.0601  2.4189  -2.8959
C  4.3413  -3.5370  0.9605
C  4.1264  -2.0930  2.8557
C  1.8077  1.1916  3.5958
C  -5.3452  -0.2758  -3.5134
C  4.9709  0.8770  0.8096
C  0.1182  -1.9289  0.7251
C  -0.0273  -3.3007  0.7420
C  -3.1210  -1.0836  2.6122
C  -2.6778  -0.0857  1.7006
C  1.5038  1.1849  2.2367
C  -0.2492  -5.4910  -0.4768
C  -3.8569  0.3930  -1.8677
C  -5.1570  0.3967  -2.2736
C  4.1644  0.7853  3.1847
C  6.1490  -2.0930  1.5522
C  2.6295  1.0752  1.3257
C  -4.9926  3.9926  0.8444
C  3.9495  0.8949  1.7873
C  -3.8833  2.2585  -0.2411
C  -0.0083  -3.2599  -1.6318
C  3.5991  -3.0776  2.0374
C  -4.1922  -1.7797  2.1418
C  -3.2132  0.9340  -0.5991
C  5.6183  -3.0643  0.7163
C  -0.0945  -3.9998  -0.4600
H  0.1870  -1.2799  -2.4608
H  -5.9483  0.8704  -1.7078
H  -5.5514  4.4656  1.6390
H  -2.6643  -1.2682  3.5749
H  7.1524  -1.7203  1.3903
H  6.1940  -3.4519  -0.1126
H  3.5485  -1.7174  3.6890
H  -0.0977  -3.8223  1.6885
H  -1.1590  3.3236  -0.3053
H  6.0050  0.7980  1.1187
H  -0.3970  -5.8638  -1.4888
H  5.4162  0.9620  -1.2788
H  -6.3004  -0.3790  -4.0083
H  2.6127  -3.4767  2.2271
H  -0.6853  4.5265  -4.5264
H  -2.1667  3.5590  -4.2028
H  0.6394  -5.9690  -0.0596
H  -1.1017  -5.7947  0.1320
H  0.1647  -1.3531  1.6427
H  -1.2981  3.3820  -5.7367
H  3.0024  1.1422  -1.9238
H  -4.7212  -2.5887  2.6195
H  -1.8529  0.5901  1.8930
H  -0.0579  -3.7461  -2.5973
H  0.9991  1.3214  4.3032
H  -1.1063  4.1195  -2.4235
H  3.3217  0.9885  5.1117
H  -4.0301  -1.2973  -4.9413
H  -4.7627  5.6715  -0.5468
H  -4.7873  1.9394  1.6739
H  0.3550  4.0513  -0.3463

Output
Orbital gap (spin up / spin down)   7.30 / 7.32 eV
Highest occupied orbital energy (spin up / spin down)   -7.1 / -7.2 eV
E   -6939.57186 a.u.
Multiplicity   6
⟨S²⟩   8.75
Max |F|   0.00723 Eh/bohr

Mulliken charges in e: atom 1 (Br): -0.206, atom 2 (Mn): 1.659, atom 3 (S): 0.074, atom 4 (S): -0.155, atom 5 (S): -0.017, atom 6 (O): -0.145, atom 7 (O): -0.611, atom 8 (O): -0.424, atom 9 (O): -0.325, atom 10 (N): -0.469, atom 11 (N): -0.563, atom 12 (N): -0.085, atom 13 (N): -0.377, atom 14 (N): 0.826, atom 15 (N): -0.416, atom 16 (C): -0.631, atom 17 (C): 0.145, atom 18 (C): -0.813, atom 19 (C): -0.665, atom 20 (C): -0.509, atom 21 (C): -0.262, atom 22 (C): -0.440, atom 23 (C): -0.403, atom 24 (C): -0.790, atom 25 (C): -1.164, atom 26 (C): 0.478, atom 27 (C): 0.055, atom 28 (C): -0.316, atom 29 (C): -0.870, atom 30 (C): -0.907, atom 31 (C): -0.523, atom 32 (C): -0.570, atom 33 (C): -1.143, atom 34 (C): -0.842, atom 35 (C): -0.532, atom 36 (C): 0.457, atom 37 (C): -1.374, atom 38 (C): -0.901, atom 39 (C): -0.021, atom 40 (C): -0.212, atom 41 (C): -0.336, atom 42 (C): 0.554, atom 43 (C): -0.692, atom 44 (C): 0.493, atom 45 (C): -0.589, atom 46 (C): -1.058, atom 47 (C): -0.177, atom 48 (C): -0.634, atom 49 (C): 2.573, atom 50 (C): -0.584, atom 51 (C): 1.083, atom 52 (H): 0.544, atom 53 (H): 0.537, atom 54 (H): 0.416, atom 55 (H): 0.434, atom 56 (H): 0.426, atom 57 (H): 0.433, atom 58 (H): 0.471, atom 59 (H): 0.533, atom 60 (H): -0.016, atom 61 (H): 0.636, atom 62 (H): 0.374, atom 63 (H): 0.429, atom 64 (H): 0.432, atom 65 (H): 0.515, atom 66 (H): 0.335, atom 67 (H): 0.283, atom 68 (H): 0.271, atom 69 (H): 0.362, atom 70 (H): 0.622, atom 71 (H): 0.270, atom 72 (H): 0.556, atom 73 (H): 0.469, atom 74 (H): 0.562, atom 75 (H): 0.420, atom 76 (H): 0.497, atom 77 (H): 0.341, atom 78 (H): 0.403, atom 79 (H): 0.472, atom 80 (H): 0.471, atom 81 (H): 0.566, atom 82 (H): 0.289